{"formula": "C5H11NO", "method": "ωB97M-V/def2-TZVPD", "elements": ["C", "N", "C", "O", "C", "C", "C", "H", "H", "H", "H", "H", "H", "H", "H", "H", "H", "H"], "positions_angstrom": [[2.846946, 0.561186, -0.213028], [1.533009, -0.090595, -0.322741], [0.610173, -0.306055, 0.624503], [0.634885, -0.444331, 1.819933], [-0.930770, -0.202451, -0.367689], [-1.681049, -1.461184, -0.015668], [-1.567192, 1.059044, 0.192112], [2.758175, 1.553231, -0.662474], [3.617532, -0.006057, -0.746387], [3.168762, 0.693595, 0.831099], [0.749472, -0.027357, -1.007460], [-1.013133, -0.091021, -1.502046], [-1.541650, -1.609289, 1.055810], [-1.281217, -2.336232, -0.542720], [-2.752928, -1.387235, -0.226271], [-2.634437, 1.133648, -0.048145], [-1.462112, 1.011857, 1.276106], [-1.083502, 1.978523, -0.166835]], "forces_ev_per_angstrom": [[-0.22, 0.01, -0.21], [-0.81, -0.01, -0.09], [-2.00, 0.06, -0.49], [-0.11, 0.15, -0.90], [0.03, -0.21, 1.25], [-0.17, -0.19, 0.31], [-0.12, 0.08, 0.33], [0.19, -0.06, 0.03], [-0.22, 0.07, 0.12], [-0.44, -0.28, -0.32], [2.83, 0.79, -1.42], [1.36, -0.22, 1.06], [-0.24, -0.25, 0.08], [-0.07, 0.17, 0.11], [0.07, 0.00, -0.01], [0.12, -0.08, -0.03], [-0.19, 0.24, 0.11], [-0.01, -0.26, 0.08]], "homo_lumo_gap_ev": 10.1259, "smiles": "CNC(=O)C(C)C", "lumo_ev": 0.86, "multiplicity": 1, "total_charge": 0, "e_homo_ev": -9.264, "relative_energy_ev": 2.2985}

{"formula": "C5H11NO", "method": "ωB97M-V/def2-TZVPD", "elements": ["C", "C", "C", "N", "C", "C", "O", "H", "H", "H", "H", "H", "H", "H", "H", "H", "H", "H"], "positions_angstrom": [[-1.604734, -1.263203, 1.253665], [-1.250550, -0.084696, 0.389331], [-0.701317, 1.165852, 1.042642], [0.186545, 0.298979, 0.334144], [0.622287, 0.817649, -0.987933], [1.643026, -0.161159, -1.497326], [2.624710, -0.338766, -0.509811], [-1.462719, -2.154623, 0.646436], [-2.645795, -1.223831, 1.570380], [-0.972643, -1.355507, 2.135591], [-1.326141, -0.354532, -0.669680], [-0.576618, 1.092069, 2.138970], [-0.915969, 2.115781, 0.577268], [-0.133771, 0.964975, -1.777438], [1.131254, 1.768289, -0.827663], [1.122029, -1.098690, -1.732316], [2.118495, 0.201455, -2.424740], [2.141909, -0.390041, 0.338480]], "forces_ev_per_angstrom": [[0.12, -0.19, -0.18], [1.66, -0.96, -0.07], [-0.91, -0.32, -0.60], [1.06, 0.17, 0.11], [0.32, 0.01, 0.25], [0.05, -0.09, -0.24], [0.39, -0.26, 0.21], [-0.08, -0.28, 0.15], [-0.06, 0.02, 0.00], [0.04, 0.15, 0.04], [-1.89, 1.25, 0.17], [-0.40, 0.34, -0.74], [0.00, 0.31, 0.30], [-0.37, -0.01, 0.56], [-0.09, 0.13, 0.11], [0.14, -0.17, -0.03], [-0.09, -0.12, 0.40], [0.11, 0.03, -0.44]], "homo_lumo_gap_ev": 10.3945, "smiles": "C[C@H]1CN1CCO", "lumo_ev": 1.11, "multiplicity": 1, "total_charge": 0, "e_homo_ev": -9.280, "relative_energy_ev": 2.8980}

{"formula": "C5H11NO", "method": "ωB97M-V/def2-TZVPD", "elements": ["C", "C", "C", "C", "N", "C", "O", "H", "H", "H", "H", "H", "H", "H", "H", "H", "H", "H"], "positions_angstrom": [[1.470114, 1.908389, -0.075244], [0.980519, 0.718343, 0.750004], [0.260440, -0.367113, -0.054705], [-0.256495, -1.604915, 0.690503], [-1.008715, 0.146189, -0.593824], [-1.939570, -0.801648, -0.754775], [-1.855213, -1.915585, -1.475687], [2.161628, 1.582043, -0.860430], [0.640090, 2.429044, -0.569819], [1.992612, 2.643113, 0.546380], [1.830490, 0.231875, 1.244186], [0.315734, 1.054637, 1.559352], [0.912579, -0.654275, -0.893901], [-1.082027, -2.345483, -1.040785], [0.523716, -2.359439, 0.874704], [-0.642685, -1.295026, 1.672883], [-1.338183, 1.056449, -0.299495], [-2.965034, -0.426598, -0.719347]], "forces_ev_per_angstrom": [[0.00, 0.05, -0.07], [0.01, -0.02, 0.07], [0.13, -0.02, -0.04], [0.27, 0.01, 0.26], [-0.23, -0.21, 0.14], [-0.05, 0.53, -0.32], [0.11, 0.02, 0.23], [-0.09, 0.03, 0.10], [0.11, -0.06, 0.07], [-0.08, -0.11, -0.08], [-0.14, 0.04, -0.08], [0.06, -0.06, -0.12], [-0.09, 0.01, 0.12], [0.01, -0.10, -0.10], [-0.13, 0.05, -0.08], [0.01, 0.01, -0.14], [0.00, -0.09, -0.02], [0.10, -0.08, 0.06]], "homo_lumo_gap_ev": [7.4414, 7.4399], "lumo_ev": [0.52, 0.52], "multiplicity": 1, "total_charge": 0, "e_homo_ev": [-6.923, -6.922], "relative_energy_ev": 4.3167}

{"formula": "C5H11NO", "method": "ωB97M-V/def2-TZVPD", "elements": ["C", "C", "C", "C", "C", "O", "N", "H", "H", "H", "H", "H", "H", "H", "H", "H", "H", "H"], "positions_angstrom": [[0.446432, -0.026935, 0.386301], [1.507248, 0.997354, -0.007998], [-0.256231, 0.301715, 1.684898], [-1.111017, -1.312328, -1.234598], [-0.805397, 0.003660, -0.571848], [1.001839, -1.322829, 0.507316], [-1.221778, 1.068400, -1.131570], [1.474731, -1.531431, -0.305641], [-1.264440, 1.903619, -0.551380], [2.330254, 0.945879, 0.703348], [1.105643, 2.007078, 0.005760], [1.871305, 0.786683, -1.013925], [0.311578, -0.016665, 2.553276], [-0.571067, 1.337404, 1.760082], [-1.283232, -0.257926, 1.443892], [-1.196621, -2.093832, -0.482391], [-2.023774, -1.210237, -1.815147], [-0.315472, -1.579609, -1.930374]], "forces_ev_per_angstrom": [[-1.24, 1.03, 0.14], [-0.18, -0.34, -0.05], [-2.27, -1.45, -0.57], [-0.34, 0.15, 0.07], [3.02, 0.28, -2.49], [-0.10, 0.10, 0.04], [-2.33, -0.53, 0.90], [0.00, 0.00, 0.02], [1.30, 0.22, -0.18], [0.07, -0.04, -0.01], [-0.07, 0.02, -0.07], [0.15, 0.06, -0.04], [-0.32, -0.17, 0.22], [0.32, 0.21, -0.06], [1.92, 0.74, 2.04], [-0.02, -0.15, -0.10], [-0.07, -0.05, 0.08], [0.16, -0.09, 0.07]], "homo_lumo_gap_ev": 9.6239, "smiles": "[H]/N=C(/C)C(C)(C)O", "lumo_ev": 0.79, "multiplicity": 1, "total_charge": 0, "e_homo_ev": -8.838, "relative_energy_ev": 2.0951}

{"formula": "C5H11NO", "method": "ωB97M-V/def2-TZVPD", "elements": ["C", "C", "C", "C", "C", "N", "O", "H", "H", "H", "H", "H", "H", "H", "H", "H", "H", "H"], "positions_angstrom": [[1.161744, 1.875253, -1.452506], [0.825089, 0.525762, -2.109096], [0.207774, -0.656534, -1.177408], [0.510282, -0.531604, 0.371773], [-0.757034, -0.474305, 1.204425], [-0.608154, -0.870947, 2.541523], [-1.803604, -0.041260, 0.750109], [1.717122, 1.753978, -0.418829], [0.433182, 2.627544, -1.140079], [1.991816, 2.407479, -1.944352], [0.368711, 0.546090, -2.998837], [1.787665, 0.091499, -2.220316], [-0.859366, -0.507207, -1.449720], [0.548344, -1.545490, -1.729447], [1.123128, -1.441711, 0.735854], [1.233615, 0.438942, 0.343017], [-1.494836, -0.992342, 3.015591], [0.149403, -1.383504, 2.992464]], "forces_ev_per_angstrom": [[1.67, 0.49, 2.25], [2.33, -0.69, 5.49], [-1.16, 1.96, -1.28], [2.32, -0.29, -1.77], [0.58, 0.68, 0.39], [-0.95, -0.05, -0.34], [0.56, -0.59, 0.83], [-0.97, -0.20, -1.81], [-0.57, -0.39, -0.66], [-0.58, -0.16, -0.52], [-1.93, 0.33, -3.19], [1.23, -0.04, -0.93], [0.31, -0.71, 1.09], [-0.10, -0.08, 0.90], [-0.73, 1.53, -0.62], [-2.02, -2.40, 1.21], [0.14, 0.22, -0.04], [-0.13, 0.39, -0.99]], "homo_lumo_gap_ev": 10.8940, "smiles": "CCCCC(N)=O", "lumo_ev": 0.95, "multiplicity": 1, "total_charge": 0, "e_homo_ev": -9.939, "relative_energy_ev": 1.8199}

{"formula": "C5H11NO", "method": "ωB97M-V/def2-TZVPD", "elements": ["C", "C", "C", "C", "N", "C", "O", "H", "H", "H", "H", "H", "H", "H", "H", "H", "H", "H"], "positions_angstrom": [[-0.984108, -0.603634, -1.929849], [0.276128, -0.426354, -1.086768], [0.000772, 0.023967, 0.355716], [-0.429228, -1.130274, 1.264474], [1.171012, 0.705705, 0.896250], [1.118089, 1.990141, 1.334928], [0.106619, 2.659523, 1.423429], [-1.722120, -1.246440, -1.437509], [-1.456955, 0.365881, -2.121266], [-0.742806, -1.053590, -2.898369], [0.846966, -1.366103, -1.063593], [0.919535, 0.321135, -1.565742], [-0.781117, 0.790605, 0.358500], [-1.428457, -1.492810, 1.000473], [0.267023, -1.974814, 1.183072], [-0.451877, -0.805120, 2.308804], [2.076853, 0.271332, 0.797072], [2.114618, 2.380214, 1.616307]], "forces_ev_per_angstrom": [[-0.08, -0.02, -0.01], [0.07, 0.00, -0.02], [-0.12, 0.00, -0.05], [-0.02, -0.03, 0.02], [0.04, 0.11, 0.01], [-0.06, 0.01, 0.01], [0.31, -0.19, -0.02], [0.12, 0.06, -0.06], [0.04, -0.15, 0.06], [-0.05, 0.07, 0.14], [-0.06, 0.13, 0.01], [-0.09, -0.08, 0.06], [0.07, -0.13, -0.05], [0.16, 0.05, -0.01], [-0.07, 0.14, 0.02], [-0.05, -0.02, -0.16], [-0.09, 0.09, 0.06], [-0.12, -0.03, 0.00]], "homo_lumo_gap_ev": 10.6306, "smiles": "CC[C@@H](C)NC=O", "lumo_ev": 0.90, "multiplicity": 1, "total_charge": 0, "e_homo_ev": -9.734, "relative_energy_ev": 0.2797}

{"formula": "C5H11NO", "method": "ωB97M-V/def2-TZVPD", "elements": ["C", "N", "C", "C", "C", "C", "O", "H", "H", "H", "H", "H", "H", "H", "H", "H", "H", "H"], "positions_angstrom": [[-0.816884, -0.421210, -2.536817], [-0.075059, -1.050114, -1.382128], [-0.296636, -0.835594, 0.032465], [0.639348, 0.139573, 0.709117], [0.976005, -0.113384, 2.172359], [-0.133804, 1.529798, 0.615458], [-1.181477, -1.406358, 0.741263], [-1.774632, -0.138924, -2.287768], [-0.306855, 0.488064, -2.784590], [-0.711768, -1.194273, -3.405287], [-0.195641, -2.068196, -1.515098], [1.496901, 0.150940, 0.155449], [0.058389, -0.091488, 2.790119], [1.690955, 0.516809, 2.592959], [1.418869, -1.121269, 2.352383], [0.479656, 2.292938, 1.152912], [-0.051449, 1.808485, -0.501295], [-1.215920, 1.514203, 1.098501]], "forces_ev_per_angstrom": [[2.98, -1.81, -0.36], [-0.37, -1.67, 0.14], [-2.74, -1.23, 2.38], [-2.87, 1.17, 1.65], [-1.59, -2.79, 0.11], [0.30, 0.18, -0.67], [2.84, 1.31, -3.01], [-2.51, 0.05, 0.35], [0.44, 0.43, -0.51], [-0.54, 1.71, 1.54], [-0.07, 0.77, 0.34], [2.30, 0.49, -1.59], [0.43, 0.09, -0.29], [1.05, 1.65, 0.30], [-0.44, 0.40, -0.39], [-0.56, -0.51, -0.32], [-0.93, -0.07, 1.70], [2.29, -0.15, -1.36]], "homo_lumo_gap_ev": 10.2923, "smiles": "CNC(=O)C(C)C", "lumo_ev": 0.81, "multiplicity": 1, "total_charge": 0, "e_homo_ev": -9.479, "relative_energy_ev": 2.0572}

{"formula": "C5H11NO", "method": "ωB97M-V/def2-TZVPD", "elements": ["C", "C", "O", "H", "H", "H", "H", "C", "N", "C", "C", "H", "H", "H", "H", "H", "H", "H"], "positions_angstrom": [[1.924803, -0.469891, -1.055285], [1.669786, 0.798694, -0.305132], [1.417821, 1.865730, -0.812941], [1.945688, 0.717891, 0.779586], [2.915723, -0.851884, -0.823412], [1.812863, -0.322401, -2.126792], [1.184162, -1.203936, -0.725384], [-1.702260, 1.087683, -0.267223], [-0.716861, -1.710566, 0.420880], [-0.640344, -0.616619, 1.275868], [-0.961722, 0.648143, 0.956859], [-1.320153, -1.565884, -0.377517], [-0.868228, -2.599203, 0.875990], [-0.174199, -0.836560, 2.226994], [-0.845952, 1.400160, 1.724047], [-2.518294, 1.756265, 0.002652], [-2.099844, 0.259443, -0.852457], [-1.022988, 1.642935, -0.916734]], "forces_ev_per_angstrom": [[-0.74, -0.04, -0.24], [1.52, 0.33, 0.18], [-0.31, -0.31, 0.18], [-0.46, 0.21, -0.32], [0.11, 0.00, 0.11], [0.07, 0.09, -0.06], [0.18, -0.12, 0.02], [0.49, 0.03, -0.08], [-0.20, -0.24, -0.10], [0.08, 0.79, -0.17], [-0.72, -0.73, 0.53], [0.00, -0.20, 0.10], [-0.06, 0.11, -0.11], [0.00, 0.03, 0.08], [0.30, 0.01, 0.05], [-0.07, -0.04, -0.03], [-0.12, -0.03, 0.00], [-0.05, 0.10, -0.13]], "homo_lumo_gap_ev": 9.2126, "smiles": "C/C=C\\N.CC=O", "lumo_ev": 0.97, "multiplicity": 1, "total_charge": 0, "e_homo_ev": -8.247, "relative_energy_ev": 1.7266}

{"formula": "C5H11NO", "method": "ωB97M-V/def2-TZVPD", "elements": ["C", "C", "N", "C", "C", "C", "O", "H", "H", "H", "H", "H", "H", "H", "H", "H", "H", "H"], "positions_angstrom": [[-2.104416, 0.341112, -0.731171], [-1.507862, -0.512734, 0.415531], [-0.068963, -0.411603, 0.698267], [0.463370, 0.911461, 0.990367], [0.782479, 0.226495, -0.283940], [2.107170, -0.448624, -0.559084], [2.787679, -0.828894, 0.612389], [-3.141322, 0.606568, -0.501988], [-2.111425, -0.200269, -1.686269], [-1.575714, 1.288656, -0.897950], [-2.013450, -0.285344, 1.361700], [-1.706614, -1.568897, 0.201834], [-0.231476, 1.753239, 0.958341], [1.208924, 0.951078, 1.782965], [0.289788, 0.614722, -1.173754], [1.907800, -1.322586, -1.201784], [2.759861, 0.238526, -1.109010], [2.154166, -1.352901, 1.123555]], "forces_ev_per_angstrom": [[0.02, 0.02, 0.07], [-0.21, -0.03, -0.02], [-0.08, -0.05, -0.12], [0.03, 0.23, 0.10], [0.09, 0.02, -0.20], [-0.12, 0.15, -0.28], [-0.15, -0.16, 0.14], [0.13, -0.13, -0.01], [0.11, 0.11, 0.24], [-0.14, -0.18, 0.17], [0.03, -0.01, -0.19], [-0.02, 0.16, 0.05], [0.16, -0.14, -0.05], [-0.16, -0.01, -0.17], [0.17, -0.04, 0.06], [0.11, 0.13, 0.05], [-0.05, -0.13, 0.10], [0.09, 0.06, 0.03]], "homo_lumo_gap_ev": 10.2436, "smiles": "CCN1C[C@H]1CO", "lumo_ev": 1.04, "multiplicity": 1, "total_charge": 0, "e_homo_ev": -9.204, "relative_energy_ev": 2.1904}

{"formula": "C5H11NO", "method": "ωB97M-V/def2-TZVPD", "elements": ["N", "C", "C", "C", "C", "C", "H", "H", "H", "H", "H", "H", "H", "H", "H", "H", "H", "O"], "positions_angstrom": [[1.117920, -1.235864, 1.843081], [0.306074, -1.699822, 0.621324], [0.247109, 1.312850, -2.474718], [-0.831581, 1.092485, -1.766734], [-0.958535, -0.124873, -0.841514], [0.154245, -0.598928, -0.328984], [1.834866, -0.532667, 1.589083], [0.528221, -0.943621, 2.572045], [-0.619062, -2.223986, 0.977602], [0.871935, -2.515783, 0.077823], [0.285012, 2.108782, -3.136515], [1.123701, 0.686382, -2.508526], [-1.724929, 1.750543, -1.874026], [-1.935220, -0.473812, -0.593249], [1.078766, -0.130701, -0.691979], [0.172992, 1.244244, 1.199297], [-0.955926, 1.650547, 2.255763], [-0.248709, 1.017607, 1.996859]], "forces_ev_per_angstrom": [[0.94, -1.78, -2.47], [1.55, -1.24, 1.51], [0.54, -0.49, -0.15], [-1.82, -1.39, 1.07], [0.37, 2.25, -1.32], [-0.06, -0.16, -0.42], [-1.02, -0.63, 0.37], [-0.60, 0.80, 0.58], [0.58, 0.94, -0.33], [-0.27, 0.69, 0.76], [0.07, 1.62, -1.07], [-0.02, -0.30, 0.20], [0.82, -0.52, 0.13], [-0.49, -0.25, 0.23], [-0.12, -0.26, 0.50], [0.31, 0.82, -1.56], [1.02, -0.40, -0.80], [-1.81, 0.29, 2.78]], "homo_lumo_gap_ev": 9.4884, "smiles": "C=C/C=C/CN.O", "lumo_ev": 0.85, "multiplicity": 1, "total_charge": 0, "e_homo_ev": -8.642, "relative_energy_ev": 2.9139}